1.
{
  "formula": "C4H33N2O12",
  "method": "wB97M-V/def2-TZVPD",
  "symbols": ["N", "C", "C", "N", "C", "C", "O", "H", "H", "H", "H", "H", "H", "H", "H", "H", "H", "H", "H", "H", "O", "H", "H", "O", "H", "H", "O", "H", "H", "O", "H", "H", "O", "H", "H", "O", "H", "H", "O", "H", "H", "O", "H", "H", "O", "H", "H", "O", "H", "H", "O"],
  "positions_angstrom": [[1.05397, 0.79754, 1.67114], [1.35865, 0.42478, 3.08291], [0.53841, -0.81865, 3.45982], [-0.21794, -1.30720, 2.31683], [0.38171, -2.43668, 1.58758], [0.72559, -2.12250, 0.10231], [1.64051, -1.40016, -0.21460], [1.49293, 0.06633, 1.09702], [1.49630, 1.69215, 1.44442], [0.04424, 0.89098, 1.57193], [2.42939, 0.31612, 3.14938], [1.11130, 1.26050, 3.73328], [-0.16076, -0.54914, 4.24417], [1.19904, -1.56492, 3.91074], [-1.09837, -1.67263, 2.65967], [1.39548, -2.50449, 2.00108], [-0.10748, -3.40284, 1.62212], [0.11116, -2.62302, -0.64540], [3.53465, 0.20717, -0.25043], [4.24819, 0.04075, 1.18792], [3.50519, 0.38334, 0.69094], [-4.10317, -1.26225, 1.67578], [-3.82095, -0.18660, 0.69426], [-3.35386, -0.83180, 1.24347], [-2.11078, -2.26454, -2.83054], [-2.41490, -0.92381, -2.32613], [-2.05475, -1.34554, -3.11338], [1.61017, -1.33440, -2.72716], [0.17546, -1.00609, -3.06143], [1.08207, -0.80669, -3.34289], [1.59930, 4.12750, 1.26755], [0.43023, 3.88310, 0.17039], [1.01768, 3.49793, 0.84232], [-0.99824, 1.62607, -2.44460], [-2.49877, 1.02015, -2.86368], [-1.95378, 1.49176, -2.23635], [0.35224, 1.54055, -4.21799], [0.90952, 0.88369, -2.90310], [0.40494, 1.65079, -3.26833], [2.10588, -4.45109, -1.87292], [1.36166, -5.11213, -0.75972], [1.37480, -4.28618, -1.26467], [-0.89841, 3.53112, -1.58098], [0.35659, 3.55914, -2.44992], [-0.03066, 3.93195, -1.64693], [-2.58416, 2.44998, -0.21678], [-3.79420, 2.46803, 0.66552], [-2.96212, 2.00617, 0.55736], [-1.13720, 0.76146, -0.65679], [-1.70544, -0.19502, 0.47193], [-1.04135, -0.10067, -0.22714]],
  "atomic_forces_ev_per_a": [[0.60, 0.41, 1.26], [-0.21, 0.52, -0.05], [0.27, -0.06, 0.24], [-1.04, -1.50, 0.28], [2.20, 1.16, -0.82], [-0.80, 0.14, 0.45], [-0.09, -0.11, 0.12], [-0.52, 0.16, -0.57], [-0.21, 0.13, -0.29], [0.11, -0.40, -0.63], [0.29, -0.36, -0.02], [-0.14, 0.10, -0.09], [-0.18, 0.11, 0.01], [0.02, -0.13, -0.15], [-0.17, 0.53, -0.08], [-0.03, -0.69, 0.07], [-0.44, 0.04, 0.37], [-0.14, 0.14, -0.14], [0.55, -0.41, 0.08], [0.38, -0.21, -0.64], [-0.49, 0.78, 0.67], [0.33, -0.24, 0.18], [0.43, 0.28, -0.05], [-0.85, -0.09, -0.01], [0.08, -0.30, -0.44], [0.21, 0.42, 0.22], [0.01, -0.23, 0.39], [0.08, 0.08, -0.06], [-0.28, -0.05, -0.26], [0.15, -0.54, 0.58], [-0.23, 0.56, -0.33], [0.74, 0.30, -0.11], [-0.08, -0.92, 0.58], [-0.68, -0.67, -1.45], [0.61, 0.04, -0.59], [-0.38, 1.19, 1.64], [0.10, -0.30, -0.19], [-0.21, 0.23, -0.91], [0.55, 0.60, 0.81], [-0.04, 0.22, -0.12], [-0.20, 0.15, -0.02], [0.41, -0.81, 0.00], [-0.32, 0.02, -0.35], [0.06, -0.18, 0.12], [-0.09, 0.32, 0.26], [-0.10, -0.39, -0.05], [-0.30, 0.15, 0.28], [0.15, 0.23, -0.25], [-0.65, -0.48, 0.09], [0.00, 0.24, -0.20], [0.54, -0.16, 0.17]],
  "energy_ev": -32228.2023,
  "homo_ha": -0.44835,
  "relative_energy_kcal_mol": 65.1,
  "charge": 1
}

=====

2.
{
  "formula": "C4H33N2O14",
  "method": "wB97M-V/def2-TZVPD",
  "symbols": ["N", "C", "C", "N", "C", "C", "O", "O", "H", "H", "H", "H", "H", "H", "H", "H", "H", "H", "H", "O", "H", "H", "O", "H", "H", "O", "H", "H", "O", "H", "H", "O", "H", "H", "O", "H", "H", "O", "H", "H", "O", "H", "H", "O", "H", "H", "O", "H", "H", "O", "H", "H", "O"],
  "positions_angstrom": [[0.43812, 0.66372, 3.09161], [-0.21920, 1.60209, 2.01864], [-0.37805, 0.71053, 0.77695], [-0.96446, 1.52016, -0.38868], [-1.54194, 0.56306, -1.47157], [-0.63561, -0.62938, -1.87918], [-1.17567, -1.73127, -2.23055], [0.60012, -0.30146, -1.93565], [0.05937, -0.19701, 3.14478], [1.51290, 0.53579, 2.88242], [-1.20131, 2.09474, 2.37909], [0.12891, 2.62107, 1.94257], [0.53779, 0.28354, 0.39958], [-1.07644, 0.01733, 1.02435], [-0.27721, 2.09666, -0.75359], [-1.62334, 1.02824, -2.52404], [-2.59623, 0.43054, -1.31470], [2.19196, -0.98193, -3.00529], [3.72227, -0.62579, -2.52098], [3.19913, -1.14601, -3.19693], [-1.91328, -1.88587, 1.68557], [-2.07111, -3.04981, 2.84472], [-1.49725, -2.51221, 2.37452], [2.80195, 3.09533, 1.43390], [2.25664, 1.81114, 0.88573], [2.53188, 2.72634, 0.68466], [2.10232, -0.91563, -0.90538], [3.28701, -1.82704, -0.88438], [2.70925, -1.38989, -0.40286], [-3.66342, -1.35500, 0.36796], [-3.44542, 0.22780, 0.89146], [-3.55591, -0.75647, 1.13278], [-3.69096, -1.65113, -1.68021], [-2.49940, -2.20111, -1.07995], [-3.46966, -2.24865, -1.03018], [-0.06809, -3.62633, -2.09725], [-0.78288, -3.67647, -0.71450], [-0.07479, -3.98288, -1.21200], [0.60849, 4.03678, -2.14668], [0.63434, 3.55522, -0.75069], [0.01693, 3.89640, -1.36611], [1.32715, -2.85125, 2.11610], [0.47024, -4.03469, 1.98831], [1.36120, -3.76660, 1.87096], [1.88914, 1.92755, -3.65485], [1.45236, 1.43792, -2.34130], [1.92403, 2.17501, -2.72716], [-3.41554, 3.10530, 0.48615], [-2.31448, 2.18464, 0.99826], [-3.26438, 2.26516, 1.03675], [2.84707, -0.25088, 1.36436], [3.75028, 0.33714, 2.54413], [3.05517, 0.64556, 1.84837]],
  "atomic_forces_ev_per_a": [[3.65, 5.59, -1.15], [-1.02, -1.66, 1.92], [0.65, 4.53, -2.17], [-2.17, -3.69, 0.54], [1.38, 2.02, -0.86], [-0.20, -0.62, -0.21], [1.14, 2.05, 0.55], [-0.74, -0.65, -0.21], [-2.10, -3.34, -0.16], [-3.15, 0.60, 0.34], [0.57, -2.18, 0.00], [2.15, -0.25, -0.52], [0.46, -0.40, 0.49], [-1.84, -2.41, 0.62], [1.18, 0.83, -1.12], [0.55, 0.26, 1.57], [-0.32, -0.85, 0.80], [2.48, -0.20, -0.09], [-1.31, -0.63, -1.23], [-1.27, 0.99, 1.09], [-0.15, -1.53, 1.98], [-2.29, -1.01, 0.84], [2.31, 2.63, -2.70], [1.69, 2.12, 4.97], [0.54, 1.12, 0.01], [-2.54, -1.89, -5.79], [-1.98, 0.98, -1.90], [3.83, -3.25, -3.82], [-2.14, 2.26, 6.34], [-0.03, 0.60, -0.40], [-0.48, -2.24, 0.13], [0.51, 1.91, 0.64], [-0.94, 1.98, -2.46], [0.26, -0.10, -0.51], [0.38, -2.28, 2.44], [-0.59, 0.69, 0.09], [-1.88, 1.19, 0.78], [2.62, -2.18, -0.69], [-0.76, -0.34, 0.80], [1.31, -0.33, 1.35], [-0.08, 1.32, -2.11], [0.03, 0.78, 0.01], [-1.39, -0.40, 0.00], [1.37, -0.34, 0.02], [0.20, 0.13, -0.21], [-0.53, -0.75, 0.68], [0.31, 0.48, -0.56], [0.27, -2.04, 1.14], [0.79, -0.19, -0.62], [-1.58, 2.18, -0.81], [0.64, 2.02, 0.67], [-1.77, 0.93, -1.84], [1.95, -4.42, 1.34]],
  "energy_ev": -36329.0019,
  "homo_ha": -0.22583,
  "relative_energy_kcal_mol": 149.5,
  "charge": -1
}

=====

3.
{
  "formula": "C4H33NO13S2",
  "method": "wB97M-V/def2-TZVPD",
  "symbols": ["S", "S", "C", "C", "C", "N", "C", "O", "H", "H", "H", "H", "H", "H", "H", "H", "H", "H", "H", "O", "H", "H", "O", "H", "H", "O", "H", "H", "O", "H", "H", "O", "H", "H", "O", "H", "H", "O", "H", "H", "O", "H", "H", "O", "H", "H", "O", "H", "H", "O", "H", "H", "O"],
  "positions_angstrom": [[-1.33798, -3.34383, 2.70632], [-0.16680, -1.69276, 3.00878], [-0.02721, -0.80381, 1.43037], [1.33912, -0.87547, 0.83558], [2.33730, 0.00986, 1.65373], [1.26050, -0.43268, -0.52877], [1.17428, -1.37814, -1.62411], [1.58583, -2.51873, -1.54027], [-0.48596, -3.99435, 1.90446], [-0.46907, 0.18167, 1.64590], [-0.80548, -1.10668, 0.71687], [1.79495, -1.84824, 0.90142], [2.53547, -0.49831, 2.60935], [3.32959, 0.11147, 1.21327], [1.94162, 1.03579, 1.73333], [0.79151, 0.48149, -0.67681], [0.59849, -0.91416, -2.49236], [3.25825, -2.79310, -1.18462], [3.69587, -3.75961, -0.04743], [3.94629, -2.89883, -0.49266], [-1.55477, -2.34758, -3.20669], [-2.40415, -1.69594, -1.94564], [-1.54549, -2.14400, -2.23809], [-2.28146, 1.96469, 0.53047], [-0.96054, 2.21650, -0.26034], [-1.67307, 2.69942, 0.18938], [-1.26899, 4.04459, 1.69169], [-0.53086, 4.23217, 2.97024], [-1.35701, 4.00611, 2.65513], [3.37897, -0.66638, -0.99155], [4.84492, -0.45505, -1.23540], [3.97477, -0.01719, -1.35847], [-3.46009, 0.76720, 1.97289], [-4.45780, 0.89643, 0.83389], [-3.50634, 0.93446, 0.98626], [3.10526, 1.84237, -1.13080], [3.47108, 2.47586, -2.38452], [2.94018, 2.60447, -1.65537], [-2.03791, 2.31143, 3.24569], [-1.17786, 1.22830, 2.88641], [-2.10141, 1.40141, 3.06957], [-3.30406, -0.66686, -0.48124], [-3.26300, -0.23583, -1.89896], [-3.55528, -0.99274, -1.33862], [0.50147, -3.58538, -0.62990], [-0.92613, -3.18400, -0.95297], [-0.42161, -3.57635, -0.27253], [0.00532, 2.67891, -2.11309], [1.27006, 2.45913, -1.39000], [0.28825, 2.13023, -1.37823], [-2.07043, 1.87533, -2.06417], [-3.23548, 2.16664, -1.58920], [-2.98311, 1.67007, -2.28821]],
  "atomic_forces_ev_per_a": [[-0.05, 0.18, -0.04], [0.17, -0.02, 0.28], [-2.24, -0.26, 0.37], [1.65, 1.44, 0.83], [-0.18, -0.16, -0.22], [-0.50, -1.32, -2.95], [-1.10, 2.79, 1.91], [0.01, 0.68, -0.99], [-0.10, -0.15, -0.04], [1.17, 0.31, -0.14], [0.39, -0.86, 0.17], [-0.42, -0.69, -0.36], [-0.47, 0.59, 0.03], [-0.14, -0.25, -0.44], [0.04, -0.34, 0.46], [0.39, -1.15, -0.20], [1.10, -0.72, 0.73], [0.34, -0.33, 0.60], [0.47, 1.55, -0.78], [-0.28, -1.36, 0.47], [-0.25, 0.27, 1.43], [0.64, -0.92, -0.36], [0.18, 0.00, -1.54], [0.67, 1.45, -0.24], [0.15, 0.52, 0.23], [-1.07, -1.32, 0.30], [-0.31, -0.46, -0.12], [2.69, 0.86, 1.24], [-2.35, -0.33, -0.92], [-0.43, -0.18, 0.29], [-0.65, 0.49, -0.17], [1.43, -0.16, -0.11], [0.76, 0.48, -1.21], [-0.03, 0.12, -0.47], [-1.09, -1.02, 1.29], [0.63, -1.44, 0.86], [1.71, -0.37, -2.67], [-2.18, 1.70, 1.98], [-0.32, 2.50, 0.26], [0.18, -0.54, 0.02], [0.10, -2.04, 0.31], [0.06, 0.15, 1.14], [-0.73, 0.04, 0.25], [-0.23, 0.80, -1.03], [-1.37, -0.01, 0.42], [-1.07, 0.77, -1.60], [2.20, -1.39, 1.55], [-0.61, 0.04, -0.28], [-1.38, -0.87, 0.14], [2.44, 0.98, -0.69], [0.96, -0.64, -0.90], [-2.89, 2.61, 3.76], [1.94, -2.03, -2.89]],
  "energy_ev": -54462.0124,
  "homo_ha": -0.31108,
  "relative_energy_kcal_mol": 61.2
}

=====

4.
{
  "formula": "C4H34BO25",
  "method": "wB97M-V/def2-TZVPD",
  "symbols": ["O", "C", "O", "B", "O", "C", "O", "O", "C", "O", "C", "O", "O", "O", "H", "H", "O", "H", "H", "O", "H", "H", "O", "H", "H", "O", "H", "H", "O", "H", "H", "O", "H", "H", "O", "H", "H", "O", "H", "H", "O", "H", "H", "O", "H", "H", "O", "H", "H", "O", "H", "H", "O", "H", "H", "O", "H", "H", "O", "H", "H", "O", "H", "H"],
  "positions_angstrom": [[12.83584, 3.31076, 10.76748], [13.45509, 3.26407, 9.67734], [14.20243, 4.29492, 9.14372], [14.73720, 3.94519, 7.79538], [14.44882, 2.48087, 7.58085], [13.65072, 2.04621, 8.69703], [13.31335, 0.86696, 8.91184], [16.11462, 4.41609, 7.64508], [16.36112, 5.19657, 6.70960], [17.46970, 5.51602, 6.31167], [15.09946, 5.43277, 5.97082], [14.13302, 4.77814, 6.67797], [14.98032, 6.13267, 5.01134], [18.81442, 7.29484, 8.34983], [18.69440, 6.80680, 7.53518], [18.83436, 8.21271, 8.07900], [9.27069, 2.08666, 11.67065], [10.18630, 2.35520, 11.74675], [9.00965, 1.86778, 12.56517], [15.01289, 4.10375, 13.63303], [14.35304, 4.34955, 14.28142], [14.58281, 4.24109, 12.78899], [18.07155, 2.99749, 10.34774], [17.97718, 3.92096, 10.58129], [17.26423, 2.78463, 9.87961], [16.02030, 1.89661, 5.17879], [15.57711, 2.35471, 5.89290], [15.78211, 0.97734, 5.29899], [15.37144, -0.51957, 6.78260], [14.68403, -0.87074, 7.34862], [16.09874, -0.33248, 7.37612], [17.79556, 8.68438, 5.25239], [18.24626, 9.48798, 4.99290], [18.49422, 8.03675, 5.34552], [20.07926, 7.18735, 5.60004], [20.67315, 7.41468, 4.88460], [20.13685, 6.23416, 5.66605], [12.64767, 6.34727, 2.57853], [13.52274, 6.53888, 2.91583], [12.78143, 6.17976, 1.64564], [11.67601, 3.03104, 13.19677], [12.13208, 3.62715, 13.79080], [12.37155, 2.64145, 12.66699], [11.59541, 0.38888, 11.39039], [10.90542, 0.08842, 10.79888], [12.35738, 0.51622, 10.82523], [12.02092, 5.71824, 11.62942], [12.28374, 4.82507, 11.40713], [11.13078, 5.79877, 11.28682], [10.21405, -0.02574, 9.01239], [9.28970, 0.01318, 8.76687], [10.64128, 0.61210, 8.44065], [13.21017, -2.12686, 8.48430], [13.16048, -1.39516, 9.09941], [12.36861, -2.57392, 8.57466], [15.31467, 8.18471, 2.89819], [15.50941, 7.33043, 2.51282], [15.38123, 8.04282, 3.84247], [20.17168, 4.30282, 5.59849], [19.40405, 3.74484, 5.72357], [20.78902, 3.75623, 5.11231], [18.01078, 4.80371, 3.85829], [17.10234, 4.59305, 3.64242], [17.95291, 5.31962, 4.66248]],
  "atomic_forces_ev_per_a": [[0.69, 0.03, -0.68], [1.21, -2.70, -3.00], [-0.05, -0.13, -0.58], [-2.32, -0.54, 0.83], [-0.18, 1.17, 1.54], [0.09, 3.02, 2.10], [0.05, -0.07, -0.52], [1.48, -2.28, 3.39], [1.77, 0.04, -2.17], [0.04, 0.70, 0.75], [-2.80, -0.46, 1.76], [0.68, 0.92, -1.79], [-0.40, 0.20, -0.90], [0.16, 0.11, 0.65], [-0.23, -0.30, -0.30], [-0.06, 0.13, -0.18], [-0.98, 0.03, -0.32], [0.62, -0.01, 0.09], [0.18, 0.00, 0.17], [0.30, -0.10, 0.35], [-0.11, 0.11, 0.09], [-0.21, 0.01, -0.56], [0.36, -0.27, 0.17], [-0.09, 0.26, -0.04], [-0.30, 0.02, -0.20], [0.65, 0.38, -0.81], [-0.41, -0.25, 0.44], [-0.29, -0.28, 0.38], [0.45, -0.29, -0.54], [-0.57, 0.00, 0.23], [0.08, 0.23, 0.16], [-0.75, 0.58, 0.00], [0.03, 0.15, -0.08], [0.48, -0.59, 0.09], [0.22, 0.71, 0.01], [0.07, 0.03, -0.20], [-0.12, -0.99, 0.07], [-0.44, -0.14, -0.18], [0.28, 0.19, 0.45], [0.01, -0.02, -0.18], [-0.47, -0.13, 0.83], [-0.05, 0.23, -0.03], [0.25, -0.23, -0.70], [0.16, -0.36, 1.05], [-0.22, 0.17, -0.36], [0.36, 0.33, -0.57], [-0.28, 1.41, 0.61], [0.39, -1.07, -0.52], [-0.12, -0.05, -0.04], [-0.31, -0.53, -0.18], [-0.24, 0.07, 0.09], [0.59, 0.30, -0.03], [0.29, -0.52, -0.17], [-0.05, 0.75, 0.14], [-0.20, 0.02, -0.03], [-0.29, 0.37, -0.58], [0.28, -0.18, 0.10], [0.22, -0.22, 0.47], [0.66, 0.17, 0.30], [-0.59, 0.05, -0.01], [0.08, -0.04, -0.16], [0.41, -0.37, -1.22], [-0.25, -0.09, 0.05], [-0.23, 0.31, 0.49]],
  "energy_ev": -56571.8516,
  "homo_ha": [0.00143, -0.13928],
  "relative_energy_kcal_mol": 4.5,
  "s_squared": 0.7532,
  "charge": -2,
  "spin_multiplicity": 2
}